The following is a DFT calculation (ωB97M-V/def2-TZVPD) of a structure of composition CHBrF2N2O2.

Its energy above the lowest of the compared OMol25 structures with the same formula, charge and spin is 323.12 kJ/mol. As for the LUMO energy (alpha / beta): -1.56 / -1.56 eV. The frontier orbital gap (alpha / beta) comes out at 9.385 / 9.385 eV. The calculation puts the highest occupied orbital energy (alpha / beta) at -10.9404 / -10.9413 eV. The net charge is 0.

```
9
Properties=species:S:1:pos:R:3:forces:R:3:lowdin_charge:R:1
C -0.205 -0.425 -0.090 -1.6397 1.3564 -4.6740 -0.725
N -0.795 0.534 0.953 0.3150 -1.1945 -1.1293 -0.418
N 1.173 -0.096 -0.218 1.8282 0.6069 -0.9199 -0.148
O -0.832 -0.005 2.025 -0.5390 1.0182 1.0116 0.068
O -1.105 1.634 0.573 -0.1461 -0.5106 0.7688 0.098
F 1.319 1.275 -0.317 -0.0823 -0.4380 -0.4063 0.012
F 1.634 -0.579 -1.488 -0.8200 0.6773 1.3138 -0.045
Br -0.142 -2.237 0.245 -0.7762 -0.9353 0.3639 0.878
H -1.048 -0.101 -1.684 1.8600 -0.5804 3.6714 0.280
```
Forces are in eV/Å.

The following is a DFT calculation (ωB97M-V/def2-TZVPD) of a cluster of 2 separate species, C4H11N3O in total.

Its energy above the lowest of the compared OMol25 structures with the same formula, charge and spin is 491.43 kJ/mol. As for the LUMO energy (alpha / beta): 0.23 / 0.23 eV. The frontier orbital gap (alpha / beta) comes out at 8.216 / 8.218 eV. The calculation puts the highest occupied orbital energy (alpha / beta) at -7.9854 / -7.9858 eV. The net charge is 0.

```
19
Properties=species:S:1:pos:R:3:forces:R:3:lowdin_charge:R:1
C 0.020 -0.968 -1.361 1.4876 -0.4122 -0.5621 -0.021
C -1.599 1.285 -0.777 0.1972 -0.4766 -0.4530 -0.027
C -1.092 0.152 0.099 -1.0421 0.5093 2.3787 -0.514
O -1.869 -0.665 0.635 1.1793 0.8422 -1.1567 -0.012
H -2.260 0.886 -1.546 -0.1006 0.1070 0.0909 0.083
H 0.316 -1.878 -0.838 0.1430 0.0754 -0.0306 0.040
H 0.666 -0.746 -2.211 0.2049 -0.1769 0.1436 0.033
H -0.962 -1.142 -1.797 -0.3782 0.4952 0.4138 0.042
H -0.789 1.832 -1.260 0.0495 -0.0761 0.0590 0.081
H -2.157 1.976 -0.137 0.0438 -0.1572 0.0141 0.091
N 2.257 -0.390 0.127 -0.6622 0.3318 0.0420 0.036
N 0.442 -0.409 1.966 -0.0686 0.1114 -0.0938 0.053
C 0.236 0.492 0.856 -0.6602 -0.6857 -0.1984 -0.359
N 1.201 0.299 -0.241 -0.6042 -0.4153 -0.5885 -0.053
H 2.170 -0.901 1.019 0.3490 0.2199 -0.4485 0.101
H 3.082 -0.287 -0.450 -0.3084 -0.3215 0.2616 0.115
H -0.265 -1.145 1.906 -0.0086 0.2109 0.0650 0.082
H 0.330 0.067 2.852 0.0593 -0.1024 -0.1230 0.086
H 0.272 1.544 1.157 0.1197 -0.0791 0.1858 0.142
```
Forces are in eV/Å.

The following is a DFT calculation (ωB97M-V/def2-TZVPD) of the ion O4S with charge -2.

Its energy above the lowest of the compared OMol25 structures with the same formula, charge and spin is 0.00 kJ/mol. As for the LUMO energy: 7.57 eV. The frontier orbital gap comes out at 6.450 eV. The calculation puts the highest occupied orbital energy at 1.1222 eV. The net charge is -2.

```
5
Properties=species:S:1:pos:R:3:forces:R:3:lowdin_charge:R:1
O 0.655 1.383 0.137 -1.2756 -0.7146 0.0414 -0.547
O 1.094 -0.891 -0.447 0.1695 -0.6311 0.1672 -0.528
O -1.134 -0.057 -1.001 1.1648 0.8611 0.4005 -0.558
O -0.622 -0.448 1.302 1.0022 0.4973 -0.2038 -0.545
S 0.008 0.013 0.009 -1.0609 -0.0127 -0.4053 0.178
```
Forces are in eV/Å.

The following is a DFT calculation (ωB97M-V/def2-TZVPD) of a cluster of 2 separate species, C2H7N2OP in total.

Its energy above the lowest of the compared OMol25 structures with the same formula, charge and spin is 285.00 kJ/mol. As for the LUMO energy (alpha / beta): 0.91 / -2.52 eV. The frontier orbital gap (alpha / beta) comes out at 5.198 / 7.172 eV. The calculation puts the highest occupied orbital energy (alpha / beta) at -4.2847 / -9.6919 eV. As for the spin multiplicity: 3. The net charge is 0.

```
13
Properties=species:S:1:pos:R:3:forces:R:3:mulliken_spin:R:1
C 3.161 1.065 1.757 -1.2668 -2.9176 -3.2090 -0.011
C 2.832 0.283 0.877 0.6696 1.2677 0.5753 0.060
N -1.211 0.759 0.710 2.4704 -0.1803 2.5158 0.248
N -2.373 -1.220 -0.575 0.1431 1.9857 -3.3771 0.114
O -1.251 0.808 -1.823 -3.2541 0.2730 1.5560 0.402
P -0.876 -0.235 -0.596 -2.8365 -2.8952 2.2890 1.209
H 3.453 1.713 2.490 0.4826 1.1617 1.4406 -0.003
H -0.479 0.746 -2.307 2.8959 0.2037 -2.4040 -0.015
H 2.645 -0.294 -0.042 0.0461 0.4885 1.1866 -0.023
H -1.210 1.691 0.378 0.1691 1.5468 0.1638 0.015
H -0.613 0.647 1.620 -1.5963 0.2373 -2.4310 -0.022
H -3.139 -0.704 -1.118 1.5151 -1.0307 0.5818 0.048
H -2.810 -1.514 0.266 0.5619 -0.1406 1.1122 -0.022
```
Forces are in eV/Å.

The following is a DFT calculation (ωB97M-V/def2-TZVPD) of the molecule C2H2O4S.

Its energy above the lowest of the compared OMol25 structures with the same formula, charge and spin is 74.71 kJ/mol. As for the LUMO energy: 0.63 eV. The frontier orbital gap comes out at 10.853 eV. The calculation puts the highest occupied orbital energy at -10.2188 eV. The net charge is 0.

```
9
Properties=species:S:1:pos:R:3:forces:R:3:lowdin_charge:R:1
C -0.273 -0.389 -0.130 -1.1093 -1.5803 -0.5277 -0.501
C -1.001 -1.425 -0.476 0.1723 0.2454 0.0819 0.112
O 0.346 2.272 1.254 -0.3717 -0.0223 0.1338 -0.183
O 2.221 1.385 -0.032 0.1630 -0.2752 -0.2332 -0.183
O 0.547 -0.236 0.960 0.3515 0.8256 -0.0567 -0.045
O -0.137 0.820 -0.765 0.5704 0.4877 0.4952 -0.045
S 0.894 1.273 0.425 0.2835 0.4042 0.1350 0.691
H -1.595 -1.391 -1.367 -0.1023 0.0694 -0.1969 0.077
H -1.001 -2.308 0.131 0.0426 -0.1543 0.1685 0.077
```
Forces are in eV/Å.

The following is a DFT calculation (ωB97M-V/def2-TZVPD) of a structure of composition C27H51InNO2Si2.

Its energy above the lowest of the compared OMol25 structures with the same formula, charge and spin is 306.17 kJ/mol. As for the LUMO energy: -2.14 eV. The frontier orbital gap comes out at 7.381 eV. The calculation puts the highest occupied orbital energy at -9.5231 eV. The net charge is +1.

```
84
Properties=species:S:1:pos:R:3:forces:R:3:lowdin_charge:R:1
O -1.709 -2.487 -1.397 0.2672 -1.1672 0.7627 -0.197
O -3.200 -1.833 -3.099 -0.4858 1.0250 -2.2692 -0.089
C -0.613 -3.244 -1.999 -0.2899 -0.1163 0.0117 -0.200
C 0.541 -3.476 -1.057 0.2935 0.1334 -0.2180 -0.046
H -0.293 -2.641 -2.858 -0.0808 -0.1304 0.2787 0.113
H -1.014 -4.198 -2.374 0.0867 0.1732 0.0899 0.135
H 1.034 -2.536 -0.779 -0.1790 -0.1987 -0.0212 0.085
H 1.265 -4.093 -1.598 0.0317 0.0752 0.1569 0.099
H 0.245 -4.023 -0.165 0.1144 0.0105 -0.0067 0.072
C -2.375 -3.134 -0.243 0.4483 0.3532 0.1330 -0.189
C -3.614 -3.923 -0.593 -0.2439 -0.1134 -0.3487 -0.048
H -2.635 -2.304 0.427 0.2687 -0.3489 -0.0722 0.119
H -1.634 -3.767 0.260 -0.3020 0.2513 -0.1282 0.116
H -4.402 -3.328 -1.084 0.4036 -0.1196 0.1253 0.085
H -4.049 -4.302 0.334 0.0832 -0.0012 -0.0329 0.095
H -3.378 -4.789 -1.219 -0.0788 0.1150 0.0080 0.089
C -3.863 -0.589 -2.620 -0.5442 -0.3773 -0.4509 -0.131
C -2.587 -1.749 -4.505 -0.5593 -0.6340 1.0209 -0.109
C -3.303 -0.109 -1.316 -0.0757 0.5059 0.3182 -0.028
H -4.924 -0.892 -2.581 0.4482 0.4048 0.1006 0.142
H -3.703 0.154 -3.409 -0.2402 -0.1689 0.2362 0.124
H -3.147 -0.925 -0.604 -0.1857 0.6132 -0.1999 0.057
H -4.025 0.599 -0.892 0.0494 -0.1965 0.0063 0.110
H -2.383 0.466 -1.463 0.0374 -0.4085 0.1224 0.072
C -3.076 -2.952 -5.265 -0.2247 -0.1448 0.0310 -0.045
H -1.507 -1.718 -4.378 -0.0614 0.0870 0.0216 0.115
H -2.948 -0.813 -4.910 0.0162 0.0473 -0.0526 0.121
H -2.693 -3.889 -4.846 0.0339 0.1996 -0.0931 0.086
H -2.752 -2.870 -6.302 0.0699 -0.0697 -0.0259 0.095
H -4.172 -3.007 -5.258 0.2807 0.1194 -0.0063 0.097
H -2.588 -2.252 -2.370 0.7527 0.2357 0.5714 0.031
In 1.273 0.806 1.108 1.0901 2.3053 1.0955 0.807
C 0.656 1.221 -0.807 -1.7868 -1.2521 -2.1650 -0.380
Si 1.147 1.736 -2.532 -0.2917 -0.5902 0.9215 0.409
H -0.328 1.722 -0.672 0.3667 -0.4299 0.0352 -0.018
H 0.410 0.138 -1.029 -0.4944 0.5167 -0.3152 -0.018
C 1.913 0.282 -3.431 0.3323 0.0027 -0.0963 -0.184
C 2.208 3.256 -2.479 0.1619 0.3035 -0.2959 -0.169
C -0.489 2.024 -3.422 -0.1965 0.2407 -0.2285 -0.173
C 3.445 1.049 0.942 -0.1337 -0.4234 0.3180 -0.335
Si 4.169 1.970 2.400 -0.1272 -0.3268 -0.3652 0.387
H 3.645 1.549 -0.021 -0.3205 -0.1870 0.3094 -0.005
H 3.802 0.012 0.848 0.3366 0.2683 0.0928 -0.015
C 5.200 3.405 1.776 0.1762 0.1439 -0.0711 -0.183
C 5.185 0.752 3.394 0.2472 -0.0056 0.1664 -0.188
C 2.834 2.659 3.531 0.0923 0.2225 0.1100 -0.193
H -0.465 2.992 -3.934 -0.2189 -0.1163 -0.0705 0.030
H -1.336 2.021 -2.724 0.1778 0.1454 -0.1199 0.009
H -0.677 1.245 -4.170 0.0519 0.1097 -0.0041 0.016
H 2.818 -0.070 -2.923 -0.0527 0.0027 -0.1678 0.035
H 2.171 0.580 -4.455 0.0678 -0.1647 0.1184 0.037
H 1.205 -0.558 -3.494 0.0908 0.1834 0.0485 0.008
H 2.432 3.519 -1.439 0.0229 -0.0368 -0.2330 0.029
H 1.683 4.098 -2.947 0.2192 -0.0468 0.0868 0.032
H 3.146 3.091 -3.021 -0.0561 0.1821 0.1162 0.036
H 5.819 0.139 2.741 -0.0570 0.1538 0.1339 0.033
H 4.538 0.074 3.967 0.1121 0.1158 -0.0592 0.020
H 5.831 1.291 4.099 -0.0899 -0.2326 -0.0213 0.033
H 2.468 1.901 4.234 0.0064 0.0855 -0.0362 0.026
H 1.966 3.055 2.987 0.2087 0.0002 0.1017 0.012
H 3.273 3.484 4.111 -0.1860 -0.1681 0.0244 0.039
H 6.044 3.607 2.448 -0.1539 0.0535 -0.1255 0.031
H 4.597 4.320 1.703 0.1270 -0.1615 0.0152 0.033
H 5.604 3.193 0.778 -0.0145 0.0387 0.2116 0.029
C 1.365 -2.016 4.583 0.2780 -0.0533 -0.2279 -0.051
C 0.341 -1.523 5.399 -0.0910 0.2054 -0.2886 -0.032
C -0.418 -0.439 4.971 0.2218 -0.1140 -0.0587 0.010
C -0.147 0.149 3.730 0.3746 -0.6756 -0.3008 -0.202
N 0.831 -0.378 2.940 -0.0061 -0.7226 0.4850 0.009
C 1.596 -1.416 3.352 -0.8400 0.3833 0.4763 -0.103
C -0.897 1.303 3.188 -1.3861 0.7689 0.1807 -0.211
C -2.136 1.727 3.742 0.6405 -0.4549 -0.1272 -0.029
C -2.861 2.751 3.137 0.2106 -0.2722 0.1243 -0.088
C -2.328 3.419 2.036 0.9045 -0.0942 -0.3263 -0.074
C -1.053 3.059 1.535 -1.3817 0.2703 0.4545 -0.113
C -0.395 1.969 2.076 1.5136 -0.5873 -0.1774 -0.186
H 1.985 -2.860 4.880 -0.1942 0.2275 0.0386 0.112
H 0.137 -1.986 6.362 0.0592 0.0904 -0.1764 0.118
H -1.231 -0.031 5.569 0.3439 -0.1848 0.0122 0.112
H 2.384 -1.761 2.672 -0.3375 0.1958 0.2691 0.122
H -2.516 1.216 4.626 -0.2045 0.2275 -0.2115 0.097
H -3.840 3.023 3.527 0.2042 -0.0091 -0.0425 0.104
H -2.884 4.218 1.556 0.0226 0.0045 0.1452 0.100
H -0.619 3.641 0.715 -0.1745 -0.2928 0.1514 0.101
```
Forces are in eV/Å.

What is the formula in the third record? O4S